## 1
{"formula": "C7H14S", "method": "wB97M-V/def2-TZVPD", "species": ["C", "C", "C", "C", "C", "C", "S", "C", "H", "H", "H", "H", "H", "H", "H", "H", "H", "H", "H", "H", "H", "H"], "positions_angstrom": [[2.59, -1.55, -0.19], [1.96, -0.17, -0.11], [0.52, -0.16, -0.60], [-0.38, 0.83, -0.40], [-0.09, 2.11, 0.29], [-1.80, 0.57, -1.01], [-2.59, -1.01, -0.59], [-2.36, -0.90, 1.13], [3.61, -1.63, 0.27], [2.73, -1.95, -1.19], [2.00, -2.27, 0.38], [2.63, 0.52, -0.56], [2.03, 0.17, 0.96], [0.32, -0.95, -1.36], [-0.85, 2.20, 1.02], [-0.26, 2.95, -0.46], [0.95, 2.05, 0.65], [-1.68, 0.60, -2.08], [-2.45, 1.42, -0.69], [-1.42, -0.40, 1.41], [-3.22, -0.49, 1.68], [-2.25, -1.93, 1.49]], "nbo_charge": [-0.600, -0.451, -0.209, 0.028, -0.658, -0.570, 0.234, -0.791, 0.208, 0.204, 0.204, 0.209, 0.200, 0.208, 0.217, 0.223, 0.228, 0.234, 0.207, 0.232, 0.213, 0.230], "homo_ha": -0.306, "spin_multiplicity": 1, "gap_ev": 9.276, "smiles": "CC/C=C(\\C)CSC"}


## 2
{"formula": "C7H14S", "method": "wB97M-V/def2-TZVPD", "species": ["C", "C", "C", "S", "C", "C", "C", "C", "H", "H", "H", "H", "H", "H", "H", "H", "H", "H", "H", "H", "H", "H"], "positions_angstrom": [[-0.61, 0.53, 2.29], [-0.30, -0.70, 1.39], [1.15, -0.76, 0.93], [1.72, 0.65, -0.08], [0.24, 0.92, -1.08], [-0.60, -0.34, -1.21], [-1.72, -0.21, -2.26], [-1.23, -0.79, 0.14], [0.23, 0.67, 2.97], [-0.73, 1.41, 1.66], [-1.55, 0.40, 2.87], [-0.54, -1.56, 2.06], [1.26, -1.66, 0.30], [1.84, -0.91, 1.79], [-0.32, 1.74, -0.63], [0.57, 1.30, -2.07], [0.10, -1.09, -1.58], [-2.42, 0.61, -2.06], [-2.30, -1.15, -2.30], [-1.32, 0.01, -3.25], [-1.65, -1.81, 0.05], [-2.23, -0.35, 0.34]], "nbo_charge": [-0.605, -0.233, -0.531, 0.183, -0.531, -0.233, -0.599, -0.412, 0.209, 0.204, 0.209, 0.210, 0.210, 0.235, 0.204, 0.228, 0.202, 0.204, 0.212, 0.209, 0.214, 0.210], "homo_ha": -0.307, "spin_multiplicity": 1, "gap_ev": 9.312, "smiles": "C[C@@H]1CSC[C@H](C)C1"}


Which one sits at the top of the stability order? 2 does.


## 1
{"formula": "C5H9N3O4", "method": "wB97M-V/def2-TZVPD", "species": ["C", "C", "C", "N", "O", "O", "N", "O", "O", "C", "N", "C", "H", "H", "H", "H", "H", "H", "H", "H", "H"], "positions_angstrom": [[1.65, 1.05, 0.16], [0.57, 0.14, 0.79], [1.08, -1.15, 1.39], [1.58, -1.16, 2.81], [1.56, -0.07, 3.37], [1.95, -2.19, 3.27], [1.20, -2.18, 0.62], [1.56, -3.28, 0.84], [0.67, -2.06, -0.78], [-0.13, -0.91, -1.36], [-0.50, -0.13, -0.24], [-1.89, -0.41, 0.26], [2.27, 0.55, -0.60], [2.31, 1.48, 0.93], [1.20, 1.95, -0.35], [0.15, 0.69, 1.58], [-1.05, -1.31, -1.87], [0.44, -0.50, -2.18], [-2.14, -1.55, 0.32], [-2.05, 0.07, 1.21], [-2.52, -0.27, -0.58]], "nbo_charge": [-0.622, -0.082, 0.098, 0.530, -0.400, -0.326, 0.432, -0.304, -0.456, 0.102, -0.460, -0.409, 0.214, 0.232, 0.229, 0.240, 0.195, 0.188, 0.173, 0.218, 0.208], "homo_ha": -0.344, "spin_multiplicity": 1, "gap_ev": 8.886, "smiles": "C[C@@H]1C([N+](=O)[O-])=[N+]([O-])OCN1C"}


## 2
{"formula": "C5H9N3O4", "method": "wB97M-V/def2-TZVPD", "species": ["H", "N", "C", "N", "N", "O", "C", "C", "C", "O", "C", "O", "O", "H", "H", "H", "H", "H", "H", "H", "H"], "positions_angstrom": [[2.60, 0.06, -1.23], [3.05, -0.85, -1.24], [2.25, -1.84, -1.21], [2.83, -3.00, -1.27], [0.92, -1.75, -1.20], [0.20, -0.53, -1.09], [-0.11, -0.19, 0.26], [-1.17, 0.92, 0.20], [-1.47, 1.57, 1.55], [-0.80, 1.19, 2.54], [-2.56, 2.59, 1.61], [-2.89, 3.05, 2.70], [-3.17, 2.92, 0.47], [3.84, -2.89, -1.43], [2.53, -3.62, -0.50], [0.45, -2.46, -1.72], [-0.50, -1.07, 0.78], [0.81, 0.10, 0.76], [-0.83, 1.72, -0.46], [-2.09, 0.57, -0.22], [-3.88, 3.53, 0.70]], "nbo_charge": [0.336, -0.792, 0.520, -0.818, -0.352, -0.375, -0.058, -0.521, 0.473, -0.457, 0.665, -0.521, -0.659, 0.420, 0.384, 0.380, 0.185, 0.196, 0.246, 0.238, 0.510], "homo_ha": -0.324, "spin_multiplicity": 1, "gap_ev": 8.047, "smiles": "[H]/N=C(/N)NOCCC(=O)C(=O)O"}


Which one sits at the top of the stability order? 2 does.


## 1
{"formula": "C7H28N14O7", "method": "wB97M-V/def2-TZVPD", "species": ["N", "C", "N", "O", "H", "H", "H", "H", "N", "C", "N", "O", "H", "H", "H", "H", "N", "C", "N", "O", "H", "H", "H", "H", "N", "C", "N", "O", "H", "H", "H", "H", "N", "C", "N", "O", "H", "H", "H", "H", "N", "C", "N", "O", "H", "H", "H", "H", "N", "C", "N", "O", "H", "H", "H", "H"], "positions_angstrom": [[2.39, 1.13, 1.79], [1.88, 1.77, 2.87], [2.29, 1.28, 4.07], [1.21, 2.80, 2.82], [2.88, 0.26, 1.85], [2.31, 1.50, 0.91], [1.86, 1.65, 4.90], [2.95, 0.51, 4.06], [0.92, -3.70, -2.79], [1.37, -2.47, -3.17], [0.45, -1.46, -3.25], [2.55, -2.30, -3.48], [-0.03, -3.82, -2.50], [1.49, -4.53, -2.68], [-0.56, -1.52, -3.23], [0.65, -0.76, -3.92], [-4.40, -3.14, 0.19], [-4.12, -2.27, -0.86], [-2.78, -1.77, -0.98], [-4.99, -1.92, -1.62], [-5.38, -3.48, 0.12], [-3.79, -3.72, 0.79], [-2.52, -1.05, -1.63], [-1.98, -2.09, -0.49], [-1.69, 3.21, 1.91], [-1.42, 4.21, 1.00], [-0.06, 4.49, 0.84], [-2.28, 4.70, 0.25], [-1.11, 3.09, 2.75], [-2.68, 2.97, 2.02], [0.60, 4.24, 1.53], [0.05, 5.40, 0.45], [2.86, -2.47, 0.37], [3.96, -2.06, 1.12], [5.19, -2.40, 0.74], [3.88, -1.35, 2.12], [2.84, -2.87, -0.56], [1.92, -2.35, 0.73], [6.00, -2.17, 1.34], [5.38, -3.14, 0.02], [-0.04, 0.04, -0.22], [-0.28, -0.75, 0.85], [-0.39, -0.09, 2.07], [-0.45, -2.00, 0.70], [0.30, 0.94, 0.06], [0.18, -0.31, -1.12], [-0.99, -0.49, 2.79], [-0.68, 0.87, 1.89], [-0.89, 2.68, -2.35], [-1.86, 1.67, -2.37], [-3.17, 2.16, -2.24], [-1.67, 0.45, -2.44], [0.06, 2.21, -2.27], [-1.09, 3.51, -1.76], [-3.91, 1.61, -2.15], [-3.20, 3.09, -1.84]], "nbo_charge": [-0.846, 0.798, -0.836, -0.758, 0.430, 0.383, 0.407, 0.412, -0.842, 0.766, -0.864, -0.675, 0.393, 0.409, 0.416, 0.404, -0.880, 0.793, -0.916, -0.656, 0.399, 0.401, 0.422, 0.408, -0.874, 0.780, -0.857, -0.689, 0.419, 0.404, 0.426, 0.390, -0.864, 0.783, -0.826, -0.723, 0.410, 0.426, 0.417, 0.395, -0.819, 0.791, -0.843, -0.738, 0.381, 0.435, 0.403, 0.390, -0.861, 0.807, -0.823, -0.718, 0.396, 0.421, 0.398, 0.393], "homo_ha": -0.339, "spin_multiplicity": 1, "gap_ev": 9.632, "smiles": "NC(N)=O.NC(N)=O.NC(N)=O.NC(N)=O.NC(N)=O.NC(N)=O.NC(N)=O"}


## 2
{"formula": "C7H28N14O7", "method": "wB97M-V/def2-TZVPD", "species": ["C", "O", "N", "N", "H", "H", "H", "H", "C", "O", "N", "N", "H", "H", "H", "H", "C", "O", "N", "N", "H", "H", "H", "H", "C", "O", "N", "N", "H", "H", "H", "H", "C", "O", "N", "N", "H", "H", "H", "H", "C", "O", "N", "N", "H", "H", "H", "H", "C", "O", "N", "N", "H", "H", "H", "H"], "positions_angstrom": [[0.04, -0.86, 3.43], [-1.02, -1.25, 2.92], [0.75, -0.08, 2.77], [0.62, -1.01, 4.61], [1.73, 0.02, 3.02], [0.41, 0.02, 1.83], [-0.01, -1.32, 5.34], [1.50, -0.56, 4.84], [-1.80, 1.12, -4.27], [-1.13, 2.03, -4.76], [-2.91, 0.79, -4.87], [-1.39, 0.30, -3.37], [-3.19, 1.31, -5.69], [-3.31, -0.11, -4.65], [-1.90, -0.52, -3.08], [-0.60, 0.55, -2.80], [2.85, 1.67, -0.81], [3.11, 2.18, 0.26], [1.61, 1.52, -1.24], [3.76, 1.38, -1.65], [1.48, 1.32, -2.22], [0.80, 1.72, -0.66], [4.72, 1.58, -1.42], [3.44, 1.09, -2.57], [-1.34, 1.88, 1.79], [-1.82, 2.81, 1.17], [-0.11, 1.79, 2.19], [-1.95, 0.74, 2.01], [0.22, 1.03, 2.76], [0.50, 2.59, 2.07], [-2.67, 0.47, 1.36], [-1.46, -0.04, 2.43], [2.02, -2.63, 1.31], [0.98, -2.23, 1.70], [3.20, -2.13, 1.63], [2.13, -3.68, 0.51], [3.26, -1.39, 2.31], [3.95, -2.81, 1.67], [3.10, -3.77, 0.23], [1.36, -4.01, -0.05], [-3.44, 0.52, -0.40], [-4.60, 0.54, -0.03], [-2.68, 1.54, -0.63], [-2.79, -0.52, -0.65], [-3.13, 2.44, -0.50], [-2.01, 1.61, -1.38], [-3.10, -1.45, -0.41], [-1.83, -0.33, -0.92], [-0.01, -0.45, -0.87], [-0.80, 0.26, -1.45], [1.00, -0.99, -1.53], [-0.06, -0.77, 0.40], [1.13, -0.54, -2.42], [1.60, -1.64, -1.05], [-0.85, -0.46, 0.95], [0.65, -1.30, 0.88]], "nbo_charge": [0.804, -0.652, -0.860, -0.818, 0.392, 0.479, 0.413, 0.393, 0.742, -0.725, -0.822, -0.832, 0.408, 0.374, 0.384, 0.416, 0.742, -0.703, -0.826, -0.812, 0.365, 0.436, 0.419, 0.380, 0.760, -0.698, -0.888, -0.870, 0.372, 0.392, 0.405, 0.369, 0.779, -0.639, -0.823, -0.812, 0.400, 0.394, 0.386, 0.428, 0.705, -0.693, -0.822, -0.866, 0.410, 0.408, 0.383, 0.383, 0.827, -0.720, -0.825, -0.877, 0.399, 0.392, 0.444, 0.400], "homo_ha": -0.279, "spin_multiplicity": 1, "gap_ev": 6.902}


Which one sits at the top of the stability order? 1 does.


## 1
{"formula": "H2NO4P", "method": "wB97M-V/def2-TZVPD", "species": ["O", "N", "P", "O", "O", "O", "H", "H"], "positions_angstrom": [[2.15, 1.19, 0.55], [2.07, 0.45, -0.41], [0.87, -0.74, -0.07], [1.00, -2.14, -0.43], [-0.23, 0.11, -0.91], [0.40, -0.39, 1.41], [-0.44, -0.17, -1.84], [-0.23, 0.36, 1.44]], "nbo_charge": [-0.228, -0.148, 2.341, -1.028, -1.018, -0.976, 0.532, 0.526], "homo_ha": [-0.363, -0.363], "spin_multiplicity": 1, "gap_ev": [8.700, 8.700], "smiles": "O=NP(=O)(O)O"}


## 2
{"formula": "H2NO4P", "method": "wB97M-V/def2-TZVPD", "species": ["O", "P", "O", "N", "O", "O", "H", "H"], "positions_angstrom": [[2.92, -0.42, -0.74], [1.99, -0.52, 0.46], [0.88, 0.55, 0.39], [-0.35, 0.59, -0.17], [-1.14, 0.84, 0.99], [-0.83, -0.68, -0.65], [-1.77, 0.11, 0.92], [-1.71, -0.48, -1.19]], "nbo_charge": [-0.963, 1.511, -0.707, 0.360, -0.559, -0.608, 0.463, 0.503], "homo_ha": -0.365, "spin_multiplicity": 1, "gap_ev": 9.218, "smiles": "O=PON(O)O"}


Which one sits at the top of the stability order? 1 does.


## 1
{"formula": "C2H2INO3", "method": "wB97M-V/def2-TZVPD", "species": ["C", "N", "O", "H", "O", "C", "O", "I", "H"], "positions_angstrom": [[-0.77, 1.45, -0.54], [-0.83, 1.89, 0.54], [-0.87, 2.14, 1.71], [-0.57, 1.62, -1.54], [-0.56, -2.04, -1.03], [-0.98, -2.79, -0.26], [-1.37, -3.54, 0.47], [2.64, 0.84, -0.34], [3.30, 0.43, 0.98]], "nbo_charge": [-0.074, 0.217, -0.383, 0.237, -0.533, 1.022, -0.489, -0.094, 0.096], "homo_ha": -0.361, "spin_multiplicity": 1, "gap_ev": 10.217, "smiles": "C#[N+][O-].O=C=O.I"}


## 2
{"formula": "C2H2INO3", "method": "wB97M-V/def2-TZVPD", "species": ["C", "C", "N", "O", "O", "O", "I", "H", "H"], "positions_angstrom": [[0.18, -1.14, 0.42], [-0.95, 0.69, -0.64], [-0.86, -0.16, 0.25], [0.74, -1.64, -0.51], [-2.24, 1.23, -0.75], [-2.68, -1.50, -0.46], [-3.42, 0.04, 0.17], [0.43, -1.39, 1.39], [-0.21, 1.07, -1.40]], "nbo_charge": [0.547, 0.443, -0.577, -0.517, -0.743, -0.974, 1.487, 0.129, 0.205], "homo_ha": -0.336, "spin_multiplicity": 1, "gap_ev": 8.339}


Which one sits at the top of the stability order? 1 does.


## 1
{"formula": "C5H10N2O2", "method": "wB97M-V/def2-TZVPD", "species": ["C", "N", "C", "O", "O", "H", "H", "H", "H", "H", "C", "C", "C", "N", "H", "H", "H", "H", "H"], "positions_angstrom": [[0.76, 0.31, 0.24], [2.90, 0.21, -0.88], [2.05, -0.32, -0.02], [0.50, 0.29, 1.61], [0.77, 1.60, -0.30], [-0.19, 1.87, -0.20], [-0.40, 0.68, 1.67], [3.82, -0.17, -1.05], [2.66, 1.13, -1.24], [2.33, -1.21, 0.53], [-0.33, -0.62, -0.57], [-2.89, 0.70, 0.35], [-0.85, -1.73, -0.01], [-1.85, 1.36, 0.26], [-0.43, -0.45, -1.63], [-3.89, 1.15, 0.48], [-2.88, -0.43, 0.29], [-1.37, -2.47, -0.59], [-0.73, -1.89, 1.06]], "nbo_charge": [0.394, -0.648, 0.308, -0.724, -0.784, 0.551, 0.523, 0.421, 0.452, 0.233, -0.193, -0.121, -0.487, -0.769, 0.210, 0.126, 0.092, 0.209, 0.208], "homo_ha": [-0.219, -0.216], "spin_multiplicity": 1, "gap_ev": [4.767, 4.649]}


## 2
{"formula": "C5H10N2O2", "method": "wB97M-V/def2-TZVPD", "species": ["C", "C", "N", "C", "N", "C", "C", "O", "O", "H", "H", "H", "H", "H", "H", "H", "H", "H", "H"], "positions_angstrom": [[-1.01, -1.27, -1.32], [1.83, 1.08, -0.25], [-1.03, -0.34, -0.20], [-1.81, 0.80, -0.29], [1.60, -0.28, 0.22], [-0.15, -0.54, 0.84], [0.03, -0.76, 2.08], [-1.72, 1.64, 0.76], [-2.49, 1.06, -1.25], [-1.14, 1.26, 1.45], [1.98, -0.97, -0.42], [-1.08, -2.29, -0.95], [-0.09, -1.16, -1.90], [-1.85, -1.04, -1.97], [2.88, 1.26, -0.50], [1.20, 1.28, -1.12], [1.54, 1.77, 0.54], [1.79, -0.49, 1.30], [-0.47, -1.00, 2.99]], "nbo_charge": [-0.403, -0.428, -0.528, 0.898, -0.731, 0.188, -0.556, -0.676, -0.615, 0.506, 0.386, 0.207, 0.181, 0.251, 0.203, 0.208, 0.213, 0.464, 0.233], "homo_ha": -0.294, "spin_multiplicity": 1, "gap_ev": 8.620}


## 3
{"formula": "C5H10N2O2", "method": "wB97M-V/def2-TZVPD", "species": ["C", "C", "C", "C", "O", "H", "H", "H", "H", "H", "H", "C", "N", "N", "O", "H", "H", "H", "H"], "positions_angstrom": [[1.09, 1.05, 1.62], [0.29, -0.09, 1.03], [0.55, 0.34, -0.98], [1.39, -0.50, -1.56], [0.50, -1.27, 1.26], [0.58, 1.40, -1.23], [0.88, 2.01, 1.16], [0.86, 1.10, 2.69], [2.15, 0.82, 1.50], [1.39, -1.56, -1.29], [2.12, -0.20, -2.31], [-1.32, -0.02, -0.73], [-1.21, 0.26, 0.85], [-1.56, -1.41, -0.84], [-1.92, 0.82, -1.38], [-0.86, -1.98, -0.38], [-1.45, 1.24, 0.98], [-1.81, -0.35, 1.41], [-1.66, -1.65, -1.82]], "nbo_charge": [-0.699, 0.678, -0.416, -0.359, -0.646, 0.200, 0.224, 0.233, 0.253, 0.189, 0.198, 0.742, -0.690, -0.870, -0.667, 0.396, 0.422, 0.423, 0.393], "homo_ha": -0.318, "spin_multiplicity": 1, "gap_ev": 8.825}


## 4
{"formula": "C5H10N2O2", "method": "wB97M-V/def2-TZVPD", "species": ["C", "C", "C", "C", "O", "O", "H", "H", "H", "H", "H", "H", "H", "H", "N", "C", "N", "H", "H"], "positions_angstrom": [[0.58, -1.40, 1.10], [0.17, -0.91, -0.26], [-1.13, -1.49, -0.79], [-1.32, -0.07, -0.48], [-1.95, 0.24, 0.71], [-1.40, 0.84, -1.45], [-0.23, -1.26, 1.82], [0.82, -2.47, 1.07], [1.47, -0.89, 1.46], [0.95, -0.83, -1.00], [-1.65, -2.20, -0.15], [-1.17, -1.73, -1.85], [-1.75, 1.16, 0.92], [-0.52, 1.46, -1.42], [0.78, 2.08, -1.04], [1.25, 1.61, 0.01], [1.56, 1.53, 1.18], [1.08, 2.98, -1.38], [2.48, 1.33, 1.54]], "nbo_charge": [-0.622, -0.332, -0.459, 0.570, -0.705, -0.743, 0.227, 0.203, 0.195, 0.207, 0.216, 0.225, 0.475, 0.488, -0.811, 0.711, -0.681, 0.422, 0.415], "homo_ha": -0.295, "spin_multiplicity": 1, "gap_ev": 8.396, "smiles": "C[C@H]1CC1(O)O.N=C=N"}


Which one sits at the top of the stability order? 4 does.